1.
The following is a DFT calculation (wB97M-V/def2-TZVPD) of C7H14O6 in the gas phase at a distorted geometry.

Geometry as XYZ:
```
27
Properties=species:S:1:pos:R:3:nbo_charge:R:1
C 2.0608 -1.4906 0.2182 -0.081
C 0.6888 -0.8424 0.0859 0.066
C -0.1247 1.3455 0.6370 0.088
C 0.7412 2.5476 0.0684 -0.077
C -1.2379 0.8144 -0.2850 0.032
C -1.6390 -0.4259 0.3513 0.070
C -0.6339 -1.5833 0.2131 0.056
H 2.7889 -0.3655 -0.9612 0.448
H 2.1945 -1.7913 1.3089 0.179
H 2.0888 -2.3974 -0.3301 0.159
H 0.7986 -0.4910 -1.0605 0.151
H -0.4965 1.6652 1.5783 0.190
H 0.1120 3.3567 -0.0724 0.186
H 1.4339 2.8807 0.8359 0.160
H 1.8785 1.4774 -0.8723 0.453
H -0.9141 0.5231 -1.2997 0.195
H -3.0896 1.4290 -0.0808 0.491
H -1.6567 -0.3492 1.4356 0.174
H -3.3514 -1.5695 -0.0556 0.498
H -0.5453 -2.2919 1.0020 0.180
H -0.2429 -3.0946 -0.9963 0.472
O 3.1534 -0.6778 -0.1429 -0.674
O 0.6882 0.2699 0.9427 -0.549
O 1.3578 2.2450 -1.1287 -0.692
O -2.2460 1.8205 -0.2841 -0.711
O -2.9753 -0.6942 -0.0854 -0.747
O -0.8320 -2.3105 -1.0221 -0.719
```

The LUMO energy is 0.4 eV. The structure (SMILES) is OC[C@@H]1O[C@@H](CO)[C@H](O)C(O)[C@H]1O. As for the energy above the lowest of the compared OMol25 structures with the same formula, charge and spin: 1.3636 eV. As for the net charge: 0. The total energy comes out at -19768.3467 eV. Its spin multiplicity is 1.

=====

2.
The following is a DFT calculation (wB97M-V/def2-TZVPD) of 4 unconnected molecules or ions with the total composition C25H40N2O8 at a distorted geometry.

Geometry as XYZ:
```
75
Properties=species:S:1:pos:R:3:mulliken_charge:R:1
O 1.1142 2.8895 -2.2465 -0.450
C 0.9060 1.7141 -2.1862 -0.085
C -0.4684 1.2374 -1.7434 0.205
C -0.8664 1.9876 -0.4509 -1.437
C -1.7777 1.2056 0.5054 0.331
C -1.4047 -0.2601 0.8082 0.133
C -0.6989 -0.2292 2.1596 1.138
C -0.6861 1.2097 2.6030 0.159
O 0.0032 1.7230 3.4396 -0.651
N -1.6570 1.8551 1.8378 -0.425
N 1.9293 0.7912 -2.5707 -0.210
C 2.7159 0.2610 -1.4827 -0.309
C 4.1013 0.2557 -1.6421 -0.122
C 4.9396 -0.2615 -0.6619 -0.658
C 4.4105 -0.7882 0.5101 -0.606
C 3.0277 -0.7729 0.6775 -0.819
C 2.1892 -0.2634 -0.3062 0.371
H -0.5201 0.1600 -1.6485 -0.092
H -1.1238 1.5776 -2.5428 0.535
H 0.0236 2.3195 0.0762 0.674
H -1.4095 2.8846 -0.7353 0.322
H -2.8332 1.2329 0.2508 0.441
H -2.2853 -0.8779 0.9815 0.489
H -0.8549 -0.7953 0.0408 -0.491
H 0.3192 -0.6196 2.1815 -0.144
H -1.2128 -0.8364 2.8981 -0.998
H -1.3681 2.8295 1.8162 0.323
H 1.5286 0.0406 -3.1231 0.331
H 4.5243 0.6449 -2.5567 0.451
H 6.0054 -0.2376 -0.8316 0.384
H 5.0560 -1.1966 1.2697 0.419
H 2.6261 -1.1969 1.5857 0.330
H 1.1242 -0.2957 -0.1384 0.438
O -0.9069 -2.1906 -1.4279 -0.603
C -1.8829 -2.8028 -1.7813 0.814
O -2.6140 -2.3114 -2.7936 -0.382
C -3.6931 -3.0311 -3.3998 -0.441
C -4.9904 -2.8463 -2.6409 -0.956
C -2.3367 -4.0433 -1.0536 -1.132
H -3.4314 -4.0823 -3.5252 0.383
H -3.7869 -2.6103 -4.3993 0.355
H -4.9234 -3.2416 -1.6272 0.225
H -5.8068 -3.3541 -3.1545 0.374
H -5.2309 -1.7861 -2.5612 0.303
H -2.9114 -3.7492 -0.1744 0.267
H -1.4532 -4.5849 -0.7256 0.368
H -2.9293 -4.7232 -1.6606 0.353
O -3.2938 -3.9522 2.3692 -0.501
C -3.0827 -3.7943 3.5431 0.604
O -3.9199 -4.3508 4.4326 -0.390
C -3.6686 -4.3669 5.8416 -0.423
C -4.1322 -3.0911 6.5133 -0.933
C -1.9499 -2.9177 4.0266 -0.809
H -2.6188 -4.5843 6.0430 0.387
H -4.2412 -5.2115 6.2205 0.302
H -3.5903 -2.2207 6.1430 0.260
H -3.9846 -3.1536 7.5914 0.345
H -5.1902 -2.9244 6.3123 0.296
H -2.2887 -1.8865 4.0144 0.212
H -1.1172 -3.0374 3.3388 0.343
H -1.5840 -3.1607 5.0213 0.381
O 4.5979 8.1457 -3.3218 -0.574
C 4.5871 6.9457 -3.2659 0.697
O 3.6915 6.3358 -2.4731 -0.366
C 3.4825 4.9148 -2.4692 -0.362
C 4.4669 4.2075 -1.5616 -0.605
C 5.6093 6.1131 -4.0084 -0.851
H 3.4951 4.5189 -3.4852 0.343
H 2.4766 4.7700 -2.0935 0.248
H 5.4965 4.3428 -1.8968 0.297
H 4.2510 3.1390 -1.5309 0.051
H 4.4008 4.6098 -0.5504 0.310
H 6.5206 6.0674 -3.4142 0.240
H 5.8265 6.6079 -4.9518 0.298
H 5.2795 5.1028 -4.2378 0.298
```

The LUMO energy is 0.5 eV. The structure (SMILES) is O=C(CC[C@H]1CCC(=O)N1)Nc1ccccc1.CCOC(C)=O.CCOC(C)=O.CCOC(C)=O. As for the net charge: 0. The total energy comes out at -45934.3207 eV. Its spin multiplicity is 1.